1.
16
Properties=species:S:1:pos:R:3 method="wB97M-V/def2-TZVPD" total_charge=+2 gap_ev=2.4392 spin_multiplicity=1 lumo_ha=-0.4582
Cd -0.927 -2.878 -2.893
Cd -3.877 1.258 0.472
Cd 1.444 -0.055 -0.527
N 1.154 -1.369 2.256
O 0.625 -2.406 1.915
O 1.460 -0.984 3.399
O 1.149 -0.388 1.481
N 1.083 3.163 -0.879
O 0.118 3.790 -0.261
O 1.984 3.812 -1.474
O 0.971 1.879 -0.909
N -1.549 -0.917 -0.106
O -0.689 -0.263 -0.733
O -1.730 -2.067 -0.467
O -2.392 -0.382 0.599
Br 1.177 -2.194 -1.872

***

2.
74
Properties=species:S:1:pos:R:3 method="wB97M-V/def2-TZVPD" total_charge=-1 gap_ev=3.4600 spin_multiplicity=1 lumo_ha=0.0265
C -6.789 1.964 1.185
C -6.692 0.646 1.920
N -6.861 0.709 3.423
N -5.802 0.119 4.098
C -5.928 0.676 5.532
C -4.452 0.624 3.624
C -3.361 -0.370 2.841
O -4.001 1.892 3.832
H -7.640 2.200 0.417
H -5.982 2.787 1.444
H -6.541 -0.321 1.276
H -6.688 -0.031 6.074
H -6.473 1.719 5.401
H -4.895 0.798 6.068
H -3.466 -1.493 3.198
H -3.430 -0.274 1.663
H -2.240 -0.064 3.111
O -0.273 0.109 1.858
H -0.657 0.985 2.018
H 0.275 0.235 1.069
O 1.380 1.269 -0.752
H 0.699 1.838 -1.140
H 2.125 1.343 -1.368
O 3.492 1.927 -2.775
H 4.031 2.554 -2.269
H 4.122 1.515 -3.385
O -10.141 0.800 2.377
H -10.329 1.566 2.940
H -9.219 0.580 2.580
O -7.861 4.010 4.805
H -7.322 4.637 5.310
H -7.231 3.598 4.194
O -4.250 3.026 6.611
H -4.129 2.775 5.683
H -4.619 3.921 6.565
O 6.237 1.290 -3.098
H 6.776 1.917 -2.593
H 6.868 0.878 -3.709
O -6.418 -3.262 2.884
H -6.236 -2.317 2.998
H -6.335 -3.626 3.778
O 8.033 -0.119 -5.259
H 7.795 -1.053 -5.166
H 9.001 -0.128 -5.314
O -1.629 -2.514 1.224
H -1.090 -1.887 1.730
H -0.999 -2.925 0.614
O 7.379 -3.210 -4.816
H 7.020 -3.492 -3.961
H 7.597 -4.041 -5.264
O 9.658 2.354 -4.647
H 8.831 2.218 -5.134
H 10.168 2.951 -5.215
O 2.127 4.247 -1.941
H 1.768 3.964 -1.087
H 2.345 3.416 -2.390
O 6.346 4.047 -3.604
H 5.519 3.910 -4.091
H 6.856 4.644 -4.172
O -6.722 -2.550 5.932
H -7.549 -2.687 5.445
H -6.212 -1.953 5.364
O 7.918 -6.180 -6.491
H 7.918 -7.114 -6.230
H 7.296 -6.144 -7.233
O 10.771 -5.630 -6.405
H 9.869 -5.982 -6.440
H 11.007 -5.684 -5.467
O -5.883 -0.841 -0.820
H -6.122 -1.776 -0.727
H -4.916 -0.851 -0.875
O 8.662 -3.047 -2.205
H 8.278 -2.172 -2.045
H 9.211 -2.922 -2.994

***

3.
112
Properties=species:S:1:pos:R:3 method="wB97M-V/def2-TZVPD" gap_ev=7.4508 spin_multiplicity=1 lumo_ha=-0.0185
Ti 0.052 0.279 -0.068
C 2.249 -2.920 1.505
C 0.876 -3.336 2.018
C 0.428 -4.612 1.290
C -0.279 -2.349 2.142
C -1.219 -2.602 3.150
C -2.204 -1.661 2.984
N -1.875 -0.896 1.942
N -0.684 -1.287 1.411
B -2.706 0.315 1.494
N -1.893 1.582 1.838
C -2.321 2.612 2.580
C -1.223 3.305 3.029
C -0.113 2.612 2.519
N -0.539 1.572 1.790
C 1.328 2.923 2.839
C 2.165 3.374 1.643
C 1.430 3.962 3.955
N -3.085 0.169 0.018
C -4.340 0.118 -0.452
C -4.283 -0.175 -1.792
C -2.913 -0.304 -2.076
N -2.196 -0.084 -0.968
C -2.374 -0.641 -3.438
C -2.924 -1.990 -3.918
C -2.803 0.414 -4.467
H 2.875 -3.814 1.462
H 2.230 -2.501 0.502
H 2.748 -2.228 2.176
H 1.026 -3.636 3.060
H 0.468 -4.483 0.213
H 1.105 -5.431 1.542
H -0.586 -4.904 1.565
H -1.164 -3.379 3.892
H -3.110 -1.467 3.532
H -3.728 0.336 2.125
H -3.373 2.748 2.767
H -1.216 4.177 3.657
H 1.763 2.007 3.235
H 2.035 2.729 0.776
H 1.897 4.390 1.353
H 3.223 3.362 1.911
H 1.024 4.924 3.634
H 0.903 3.646 4.857
H 2.479 4.117 4.211
H -5.174 0.294 0.207
H -5.106 -0.283 -2.477
H -1.285 -0.684 -3.380
H -4.000 -1.912 -4.087
H -2.462 -2.270 -4.867
H -2.762 -2.791 -3.205
H -3.881 0.353 -4.627
H -2.571 1.429 -4.158
H -2.314 0.230 -5.425
N 4.031 -0.693 -1.973
C 2.724 -0.660 -1.626
S 1.983 0.876 -1.389
N 2.087 -1.783 -1.560
N 0.731 -1.687 -1.212
C 0.153 -2.774 -1.585
C -1.172 -3.362 -1.318
C -1.401 -4.602 -1.919
C -2.599 -5.252 -1.682
C -3.527 -4.646 -0.854
C -3.204 -3.417 -0.290
N -2.057 -2.792 -0.507
H 4.595 0.112 -1.772
H 4.477 -1.593 -2.037
H 0.796 -3.444 -2.154
H -0.649 -5.042 -2.562
H -2.803 -6.212 -2.138
H -4.479 -5.112 -0.637
H -3.900 -2.914 0.373
C -2.414 3.067 -1.444
C -0.888 3.013 -1.517
O -0.374 1.978 -0.791
C -0.342 4.355 -0.971
F 0.989 4.390 -0.897
F -0.819 4.594 0.259
F -0.728 5.382 -1.755
C -0.429 2.891 -3.008
F -1.249 3.569 -3.836
F 0.809 3.347 -3.234
F -0.449 1.610 -3.391
H -2.699 3.023 -0.395
H -2.843 2.211 -1.960
H -2.798 3.981 -1.891
C 7.702 0.839 3.793
C 6.789 0.149 4.810
C 7.296 -1.284 5.032
C 6.881 0.924 6.131
C 5.340 0.080 4.320
C 4.316 -0.232 5.221
C 2.984 -0.359 4.837
C 2.703 -0.163 3.503
O 1.504 -0.214 2.850
B 1.768 0.086 1.501
O 3.147 0.294 1.357
C 3.701 0.145 2.600
C 5.021 0.271 2.972
H 8.706 0.931 4.210
H 7.343 1.840 3.549
H 7.787 0.268 2.868
H 8.326 -1.273 5.396
H 7.265 -1.853 4.102
H 6.679 -1.804 5.767
H 7.928 1.053 6.411
H 6.389 0.400 6.950
H 6.428 1.913 6.038
H 4.558 -0.386 6.263
H 2.205 -0.596 5.549
H 5.767 0.522 2.231

***

4.
23
Properties=species:S:1:pos:R:3 method="wB97M-V/def2-TZVPD" gap_ev=9.8087 spin_multiplicity=1 lumo_ha=0.0356
C 0.216 -0.429 1.746
C -0.537 3.088 0.691
C -0.819 1.778 0.974
C 0.474 3.358 -0.289
C 0.244 0.833 0.883
C 1.521 2.497 -0.343
C 1.429 1.254 0.344
H -1.083 3.954 1.069
H -1.747 1.560 1.492
H 0.439 4.355 -0.819
H 2.403 2.637 -0.953
H 0.706 -1.187 1.139
H -0.788 -0.857 1.849
H 2.299 0.619 0.471
H 0.451 -0.173 2.733
C -0.205 -3.539 -1.266
C -1.077 -2.268 -1.451
H -0.583 -4.119 -0.465
H -0.170 -4.204 -2.121
H 0.827 -3.349 -1.001
H -1.540 -1.835 -0.582
H -0.573 -1.443 -1.963
H -1.888 -2.531 -2.138

***

5.
10
Properties=species:S:1:pos:R:3 method="wB97M-V/def2-TZVPD" gap_ev=10.1334 spin_multiplicity=1 lumo_ha=0.0271
N -1.478 1.078 1.135
C -0.613 0.447 0.469
O -0.956 -0.582 -0.311
C 0.220 -1.108 -0.943
C 1.413 -0.311 -0.499
N 0.830 0.558 0.311
H -1.157 1.848 1.710
H 1.325 1.280 0.817
H 0.091 -1.049 -2.029
H 0.326 -2.161 -0.660

***

6.
97
Properties=species:S:1:pos:R:3 method="wB97M-V/def2-TZVPD" gap_ev=4.9268 spin_multiplicity=1 lumo_ha=-0.0656
C -2.758 -3.156 3.244
C -2.996 -2.495 1.737
P -1.399 -1.584 1.094
C -0.653 -0.834 2.716
C -1.835 -0.234 -0.182
C -3.085 0.642 0.504
N -4.120 1.218 1.064
C -0.647 0.875 -0.457
C -0.785 1.967 0.804
N -1.046 2.885 1.702
C 0.881 0.296 -0.375
C 1.377 -0.561 -1.688
C 1.339 -2.202 -1.476
S 1.486 -3.082 -3.166
C 2.241 -4.814 -2.879
S 1.277 -6.219 -2.798
N 3.773 -4.802 -2.697
C 4.370 -4.769 -1.307
C 5.960 -4.712 -1.715
N 6.085 -4.715 -3.248
C 4.712 -4.773 -3.884
C -0.942 1.699 -1.840
C -0.020 3.024 -2.093
C 1.410 2.751 -2.855
C 1.281 2.198 -4.393
C 2.145 4.250 -2.970
C 3.093 4.598 -1.665
C 4.614 3.973 -1.863
C 5.174 3.215 -0.690
C 5.969 4.031 0.531
C 4.942 1.590 -0.639
P -2.578 -1.023 -1.754
O -3.594 -0.007 -2.487
O -3.561 -2.465 -1.429
O -1.425 -1.500 -2.966
H -3.323 -4.194 3.375
H -1.631 -3.321 3.512
H -3.224 -2.422 4.052
H -3.308 -3.381 1.019
H -3.835 -1.690 1.870
H -0.236 -1.647 3.448
H -1.561 -0.258 3.233
H 0.169 -0.019 2.519
H 1.592 1.255 -0.334
H 1.138 -0.321 0.586
H 2.532 -0.294 -1.831
H 0.858 -0.267 -2.694
H 2.185 -2.568 -0.719
H 0.271 -2.479 -1.085
H 3.817 -4.779 -0.275
H 6.792 -4.642 -0.895
H 4.373 -4.762 -5.009
H -2.073 2.071 -1.792
H -0.876 1.046 -2.827
H -0.645 3.731 -2.824
H 0.212 3.673 -1.149
H 2.168 2.082 -2.265
H 2.389 2.190 -4.835
H 0.840 1.115 -4.456
H 0.696 3.001 -5.011
H 1.264 5.055 -2.946
H 2.806 4.362 -3.929
H 3.236 5.782 -1.657
H 2.607 4.329 -0.634
H 5.202 4.173 -2.869
H 5.987 5.192 0.324
H 7.067 3.632 0.652
H 5.369 3.780 1.528
H 5.219 1.069 -1.672
H 3.805 1.407 -0.422
H 5.657 1.162 0.214
H -3.413 -3.135 -2.159
H -1.908 -2.167 -3.547
C -2.457 7.253 1.856
C -1.456 6.571 2.784
C -0.850 7.528 3.812
C -0.107 8.646 3.098
N 0.509 9.573 2.506
H -1.984 8.038 1.257
H -2.885 6.527 1.159
H -3.278 7.703 2.427
H -0.660 6.123 2.177
H -1.960 5.753 3.310
H -0.151 6.989 4.460
H -1.633 7.961 4.443
C -5.592 -8.868 3.860
C -5.817 -8.075 2.577
C -5.040 -6.757 2.548
C -5.484 -5.874 3.703
N -5.852 -5.142 4.661
H -5.944 -8.322 4.741
H -6.142 -9.814 3.824
H -4.529 -9.098 3.998
H -6.890 -7.877 2.466
H -5.513 -8.689 1.722
H -5.224 -6.234 1.604
H -3.964 -6.943 2.629

***

7.
45
Properties=species:S:1:pos:R:3 method="wB97M-V/def2-TZVPD" s2=6.033 total_charge=-1 gap_ev="4.9310 / 5.9225" spin_multiplicity=5 lumo_ha="0.0462 / 0.0457"
Co 0.483 -2.199 0.769
O -0.925 -0.051 -1.244
C -1.318 -0.107 -0.078
O -0.955 -1.006 0.753
C -2.307 0.864 0.490
C -3.224 1.532 -0.326
C -4.198 2.331 0.231
C -4.265 2.477 1.620
C -3.330 1.842 2.444
C -2.377 1.029 1.876
N -5.310 3.230 2.200
O -6.159 3.729 1.458
O -5.338 3.347 3.427
H -3.161 1.387 -1.393
H -4.937 2.840 -0.371
H -3.405 1.990 3.511
H -1.675 0.491 2.495
C 1.926 -0.738 -2.768
As 1.247 -2.142 -1.574
C 2.575 -3.549 -1.965
C -0.161 -2.835 -2.730
H 1.956 -1.118 -3.792
H 2.924 -0.415 -2.472
H 1.245 0.113 -2.721
H 2.713 -3.667 -3.040
H 2.219 -4.488 -1.544
H 3.536 -3.322 -1.509
H 0.253 -3.076 -3.711
H -0.927 -2.070 -2.837
H -0.605 -3.732 -2.297
Cl 2.721 4.032 -0.549
C 2.542 2.480 0.203
C 3.286 1.403 -0.259
C 3.113 0.163 0.314
C 2.200 -0.049 1.367
C 2.020 -1.362 1.930
C 1.471 1.072 1.814
C 1.640 2.316 1.246
H 3.991 1.542 -1.065
H 3.696 -0.679 -0.044
H 1.635 -1.379 2.950
H 2.881 -2.016 1.798
H 0.742 0.950 2.603
H 1.066 3.162 1.604
Se 0.497 -4.322 1.186

***

Number 1: DFT total energy -3917.37271 Ha. Number 2: DFT total energy -1832.78626 Ha. Number 3: DFT total energy -4186.25229 Ha. Number 4: DFT total energy -351.27964 Ha. Number 5: DFT total energy -301.39673 Ha. Number 6: DFT total energy -3283.02601 Ha. Number 7: DFT total energy -7495.07849 Ha.